Below is C5H13IN as an isolated structure at a distorted geometry, with properties calculated with the ωB97M-V functional and the def2-TZVPD basis.

Each line ends with the natural charge from an NBO analysis.
Positions of all 20 atoms, in Å:
1 C 1.34950 -1.51652 -0.33245  -0.681
2 C -0.41740 -1.25954 1.41780  -0.636
3 C 0.01455 2.15973 0.18251  -0.567
4 C 0.74981 -0.62802 0.62676  -0.076
5 C 0.10828 0.85377 -0.54986  -0.081
6 N -1.27695 0.34413 -1.05264  -0.730
7 I -0.45417 3.82259 -1.26608  0.083
8 H 1.26209 -2.56460 -0.14259  0.248
9 H 0.83589 -1.59971 -1.25499  0.203
10 H 2.40031 -1.32594 -0.43451  0.244
11 H -1.08195 -1.74463 0.77402  0.189
12 H 0.05853 -2.01697 1.96559  0.248
13 H -1.04999 -0.62539 1.93567  0.217
14 H -0.87383 2.29312 0.91437  0.253
15 H 1.04507 2.39820 0.70503  0.292
16 H 1.45343 -0.24860 1.32039  0.217
17 H 0.80395 0.69549 -1.27810  0.221
18 H -1.91504 0.59981 -0.25733  0.447
19 H -1.40651 -0.60825 -1.42984  0.456
20 H -1.60557 0.97134 -1.84375  0.452

Results
Charge = +1
Orbital gap = 0.34876 Ha
LUMO energy = -3.67 eV
E = -14977.7609 eV
HOMO = -13.163 eV